Below is a molecular structure, C16H31NP2ReS in a non-equilibrium geometry, with properties calculated with wB97M-V/def2-TZVPD.

Largest force on an atom = 5.66 eV/A
Highest occupied orbital energy (alpha / beta) = -13.19 / -13.76 eV
Molecular weight = 517.65 g mol⁻¹
Energy relative to the best compared isomer or geometry (same formula, charge and spin) = 701.6 kJ/mol
<S²> = 4.15
Energy = -1841.0481 hartree

```
! RIJCOSX wB97M-V def2-TZVPD def2/J DEFGRID3
* xyz 2 4
P -1.47 1.46 -0.66
P 1.80 -0.21 -1.39
C -0.16 1.97 -1.84
C 0.74 0.87 -2.46
H 0.48 2.77 -1.41
H -0.73 2.44 -2.67
H 0.13 0.24 -3.15
H 1.48 1.38 -3.12
C 3.30 0.91 -1.26
H 4.10 0.39 -0.70
H 3.04 1.84 -0.74
H 3.63 1.05 -2.29
C 2.29 -1.11 -2.85
H 2.66 -0.35 -3.54
H 1.40 -1.59 -3.27
H 3.06 -1.83 -2.60
C -1.99 3.15 -0.36
H -2.81 3.14 0.36
H -2.32 3.49 -1.35
H -1.12 3.73 -0.03
C -2.72 0.90 -1.88
H -2.32 0.16 -2.58
H -2.99 1.81 -2.41
H -3.60 0.50 -1.34
Re -0.46 -1.11 3.23
C 1.86 -1.75 -0.33
C 2.29 -0.57 0.44
C 1.26 0.45 0.95
C -0.27 0.34 1.70
C -1.62 0.52 0.76
C -2.02 -0.68 -0.06
C -0.83 -1.47 -0.50
C 0.46 -2.19 0.21
C -2.33 -1.33 3.83
H 2.50 -2.54 -0.69
H 3.37 -0.42 0.69
H 0.87 1.10 0.12
H 1.82 1.15 1.59
H -0.57 0.22 3.87
H -0.25 1.32 2.23
H -2.36 1.03 1.38
H -2.98 -1.15 0.13
H -0.33 -0.69 -1.12
H -1.25 -2.19 -1.18
H 0.39 -2.24 1.34
H 0.33 -3.24 -0.11
H -2.49 -2.41 3.64
H -3.04 -0.68 3.30
H -2.20 -1.08 4.91
S 1.42 -1.04 4.29
C 0.36 -2.70 4.22
N 0.21 -3.76 4.69
*
```

Listed below, in e, are the Löwdin charges computed for each atom:
1. P 0.892
2. P 0.856
3. C -0.284
4. C -0.282
5. H 0.112
6. H 0.127
7. H 0.110
8. H 0.121
9. C -0.115
10. H 0.077
11. H 0.087
12. H 0.068
13. C -0.180
14. H 0.064
15. H 0.084
16. H 0.077
17. C -0.154
18. H 0.082
19. H 0.074
20. H 0.083
21. C -0.137
22. H 0.087
23. H 0.071
24. H 0.085
25. Re 0.872
26. C -0.214
27. C -0.257
28. C -0.173
29. C -0.322
30. C -0.398
31. C -0.160
32. C -0.151
33. C -0.103
34. C -0.272
35. H 0.139
36. H 0.134
37. H 0.045
38. H 0.131
39. H -0.019
40. H 0.072
41. H 0.129
42. H 0.128
43. H 0.039
44. H 0.127
45. H 0.067
46. H 0.122
47. H 0.044
48. H 0.030
49. H 0.050
50. S 0.570
51. C -0.777
52. N 0.142

---

Below is a molecular structure, C16H31NP2SeZr in a non-equilibrium geometry, with properties calculated with wB97M-V/def2-TZVPD.

Largest force on an atom = 5.56 eV/A
Highest occupied orbital energy (alpha / beta) = -13.60 / -13.59 eV
Molecular weight = 469.56 g mol⁻¹
Energy relative to the best compared isomer or geometry (same formula, charge and spin) = 0.0 kJ/mol
Energy = -3813.4989 hartree

```
! RIJCOSX wB97M-V def2-TZVPD def2/J DEFGRID3
* xyz 2 1
P 1.38 -1.94 -2.14
P 0.76 1.70 -1.43
C 1.66 -0.49 -3.20
C 2.04 0.84 -2.50
H 0.77 -0.36 -3.91
H 2.49 -0.79 -3.87
H 2.90 0.66 -1.82
H 2.38 1.54 -3.28
C 0.28 3.11 -2.52
H 0.05 3.97 -1.88
H -0.63 2.85 -3.07
H 1.06 3.38 -3.23
C 1.74 2.56 -0.16
H 1.82 3.63 -0.38
H 2.74 2.12 -0.05
H 1.19 2.44 0.78
C 0.43 -3.20 -3.01
H 0.34 -4.07 -2.33
H 0.94 -3.55 -3.92
H -0.59 -2.86 -3.25
C 2.92 -2.70 -1.62
H 3.62 -1.93 -1.28
H 3.36 -3.25 -2.46
H 2.67 -3.39 -0.80
Zr -1.37 0.12 -4.41
C -0.72 1.65 -5.78
C -2.16 1.66 -5.60
C -3.16 0.76 -6.32
C -2.70 -0.66 -6.70
C -1.81 -1.44 -5.76
C -0.36 -1.35 -5.77
C 0.40 -0.53 -6.81
C -0.05 0.94 -6.97
C 0.35 -1.45 -0.76
H -0.19 2.56 -5.43
H -2.60 2.51 -5.03
H -3.43 1.29 -7.24
H -4.11 0.70 -5.75
H -3.61 -1.27 -6.78
H -2.28 -0.66 -7.70
H -2.31 -2.23 -5.19
H 0.17 -2.22 -5.37
H 0.33 -1.00 -7.80
H 1.48 -0.56 -6.56
H 0.85 1.55 -7.20
H -0.66 1.04 -7.88
H 0.84 -0.70 -0.13
H 0.16 -2.35 -0.15
H -0.61 -1.05 -1.10
Se -3.40 1.29 0.16
C -2.88 0.73 -1.43
N -2.49 0.38 -2.51
*
```

Listed below, in e, are the Löwdin charges computed for each atom:
1. P 0.852
2. P 0.856
3. C -0.333
4. C -0.387
5. H 0.019
6. H 0.114
7. H 0.078
8. H 0.088
9. C -0.280
10. H 0.056
11. H -0.003
12. H 0.047
13. C -0.268
14. H 0.052
15. H 0.046
16. H 0.048
17. C -0.175
18. H 0.091
19. H 0.074
20. H 0.061
21. C -0.147
22. H 0.079
23. H 0.083
24. H 0.084
25. Zr 1.543
26. C -0.276
27. C -0.280
28. C -0.166
29. C -0.179
30. C -0.299
31. C -0.278
32. C -0.164
33. C -0.168
34. C -0.198
35. H 0.120
36. H 0.148
37. H 0.155
38. H 0.140
39. H 0.140
40. H 0.128
41. H 0.135
42. H 0.086
43. H 0.141
44. H 0.121
45. H 0.132
46. H 0.133
47. H 0.049
48. H 0.084
49. H 0.031
50. Se 0.705
51. C -0.963
52. N -0.158

---

Below is a molecular structure, C16H31O18Tl in a non-equilibrium geometry, with properties calculated with wB97M-V/def2-TZVPD.

Largest force on an atom = 2.34 eV/A
Highest occupied orbital energy = -16.05 eV
Molecular weight = 715.79 g mol⁻¹
Energy relative to the best compared isomer or geometry (same formula, charge and spin) = 0.0 kJ/mol
Energy = -2154.3143 hartree

```
! RIJCOSX wB97M-V def2-TZVPD def2/J DEFGRID3
* xyz 2 1
Tl 14.38 12.99 -5.50
O 12.32 9.75 -2.59
C 13.60 10.03 -2.67
O 14.08 10.94 -3.35
O 14.44 9.32 -2.04
H 12.28 9.00 -1.94
C 14.76 6.89 0.02
O 13.77 6.17 -0.72
C 13.89 6.10 -2.04
O 14.80 6.57 -2.69
O 12.86 5.54 -2.61
C 11.62 5.24 -1.94
H 14.34 6.78 1.01
H 14.74 7.95 -0.30
H 15.82 6.63 -0.06
H 11.03 6.15 -1.97
H 11.80 4.92 -0.92
H 11.18 4.40 -2.48
C 9.99 10.33 -5.01
O 9.66 11.22 -6.07
C 10.46 12.26 -6.25
O 11.56 12.41 -5.76
O 9.80 13.14 -6.96
C 10.49 14.36 -7.34
H 9.25 9.54 -4.97
H 9.98 10.89 -4.07
H 10.92 9.78 -5.18
H 9.93 14.83 -8.14
H 11.49 14.05 -7.65
H 10.54 14.98 -6.45
C 11.64 11.40 0.16
O 10.84 10.34 0.70
C 11.16 9.06 0.54
O 12.06 8.57 -0.11
O 10.36 8.29 1.23
C 9.35 8.79 2.10
H 10.97 12.07 -0.38
H 12.40 11.05 -0.54
H 12.04 11.91 1.03
H 9.13 8.02 2.84
H 8.43 8.94 1.52
H 9.52 9.74 2.61
C 14.86 10.62 0.46
O 15.95 10.08 1.17
C 16.91 9.43 0.52
O 17.01 9.34 -0.69
O 17.71 8.93 1.43
C 18.77 8.08 0.96
H 14.17 9.83 0.18
H 15.17 11.17 -0.44
H 14.36 11.33 1.11
H 19.20 7.62 1.85
H 19.52 8.65 0.44
H 18.36 7.23 0.42
C 10.12 14.94 -3.13
O 11.03 14.91 -2.03
C 12.21 14.39 -2.24
O 12.66 14.15 -3.34
O 12.90 14.40 -1.11
C 14.21 13.84 -1.10
H 9.84 13.97 -3.52
H 10.59 15.44 -3.98
H 9.29 15.55 -2.80
H 14.29 13.10 -1.90
H 14.30 13.20 -0.22
H 14.93 14.65 -1.15
*
```

Listed below, in e, are the Löwdin charges computed for each atom:
1. Tl 1.125
2. O 0.197
3. C -0.688
4. O 0.123
5. O 0.273
6. H 0.124
7. C 0.030
8. O 0.050
9. C -0.575
10. O 0.241
11. O 0.046
12. C 0.025
13. H 0.129
14. H 0.071
15. H 0.122
16. H 0.102
17. H 0.106
18. H 0.109
19. C -0.036
20. O 0.038
21. C -0.622
22. O -0.052
23. O 0.033
24. C 0.022
25. H 0.104
26. H 0.095
27. H 0.094
28. H 0.107
29. H 0.092
30. H 0.090
31. C 0.008
32. O 0.024
33. C -0.567
34. O 0.083
35. O 0.047
36. C -0.008
37. H 0.110
38. H 0.062
39. H 0.113
40. H 0.105
41. H 0.107
42. H 0.102
43. C -0.048
44. O 0.061
45. C -0.597
46. O 0.204
47. O 0.058
48. C 0.014
49. H 0.057
50. H 0.092
51. H 0.102
52. H 0.108
53. H 0.111
54. H 0.098
55. C -0.014
56. O 0.039
57. C -0.611
58. O -0.015
59. O 0.028
60. C -0.003
61. H 0.096
62. H 0.092
63. H 0.110
64. H 0.068
65. H 0.073
66. H 0.117

---

- Which of these has the highest molecular weight?
  C16H31O18Tl